Entry 1:
The following is a DFT calculation (ωB97M-V with the def2-TZVPD basis set) of a molecular structure, ArH18O9.

## Properties
E_HOMO ... -9.9 eV
ΔE to the lowest compared entry with this formula, charge and spin ... 10.8 kcal/mol
Calculated total energy ... -33074.215 eV
Lowest unoccupied orbital energy ... 0.0 eV

CARTESIAN COORDINATES (ANGSTROEM)
1 H 14.772 13.359 -5.701
2 H 17.632 18.170 -5.167
3 H 16.951 19.367 -2.456
4 H 12.844 14.814 -5.897
5 H 18.506 14.866 -6.030
6 O 15.609 12.901 -5.629
7 H 16.266 13.597 -5.659
8 H 16.399 18.253 -1.592
9 H 11.392 14.793 -1.619
10 O 12.958 14.030 -6.435
11 O 13.063 17.634 -6.651
12 H 14.257 19.064 -2.510
13 H 13.012 14.360 -7.332
14 O 12.024 15.306 -1.114
15 O 17.881 17.490 -4.540
16 O 17.749 14.879 -5.443
17 H 12.614 14.654 -0.736
18 H 17.547 15.808 -5.333
19 Ar 14.914 16.111 -3.722
20 O 11.543 16.119 -4.967
21 H 17.469 17.759 -3.719
22 O 16.386 18.595 -2.486
23 H 11.481 16.678 -4.192
24 H 10.670 15.737 -5.057
25 H 12.997 17.049 -7.405
26 H 14.222 20.554 -2.245
27 H 12.521 17.221 -5.978
28 O 13.666 19.774 -2.261



Entry 2:
The following is a DFT calculation (ωB97M-V with the def2-TZVPD basis set) of a single C3H6N2O2 molecule.

## Properties
E_HOMO ... -9.1 eV
ΔE to the lowest compared entry with this formula, charge and spin ... 118.9 kcal/mol
Calculated total energy ... -10279.644 eV
Lowest unoccupied orbital energy ... 0.6 eV
Structure (SMILES) ... O=C1CNCN1O

CARTESIAN COORDINATES (ANGSTROEM)
1 H -0.154 -2.241 0.513
2 O -0.372 1.202 -1.972
3 H 0.496 0.294 2.160
4 N -0.482 -1.299 0.725
5 C 0.690 0.830 0.104
6 H -1.740 0.129 0.398
7 H 1.619 -0.969 1.067
8 C -1.087 -0.518 -0.284
9 O 1.398 1.887 0.237
10 H -1.539 -1.064 -1.057
11 N -0.092 0.377 -0.968
12 H 0.666 1.689 -2.078
13 C 0.595 -0.318 1.155



Entry 3:
The following is a DFT calculation (ωB97M-V with the def2-TZVPD basis set) of a molecular structure, C30H22BF4FeN6.

## Properties
2S+1 ... 2
E_HOMO (spin up / spin down) ... -6.7 / -6.8 eV
ΔE to the lowest compared entry with this formula, charge and spin ... 81.2 kcal/mol
Calculated total energy ... -86345.490 eV
Lowest unoccupied orbital energy (spin up / spin down) ... -1.8 / -1.8 eV
Expectation value of S² ... 0.774

CARTESIAN COORDINATES (ANGSTROEM)
1 N 0.598 1.891 -1.388
2 C -0.481 -2.516 0.193
3 N -0.568 0.922 0.719
4 H 4.641 0.590 3.656
5 C -3.769 2.413 1.634
6 C 1.562 3.227 -3.127
7 C 4.040 1.389 1.742
8 C -1.647 1.685 0.340
9 C -1.849 1.228 2.567
10 H 1.631 -2.498 3.468
11 C -1.434 -1.963 -3.393
12 Fe 0.689 0.218 -0.318
13 C -0.710 3.581 -2.525
14 C 1.612 -0.073 2.073
15 H 2.496 -0.589 4.011
16 N 0.403 0.265 2.750
17 H -1.386 -1.169 -4.124
18 C 2.713 -0.071 3.094
19 H -2.135 -3.419 -4.796
20 C -2.404 1.268 3.836
21 C 0.352 3.915 -3.313
22 H 0.271 4.688 -4.063
23 H -4.097 1.918 4.966
24 H 4.940 1.957 1.579
25 B 2.766 -1.029 -2.673
26 H -5.278 2.887 3.056
27 H -1.662 4.081 -2.586
28 C 3.018 1.411 0.812
29 C -0.592 2.570 -1.538
30 F 2.730 -2.372 -2.611
31 C -1.889 -4.244 -2.832
32 C 1.404 -1.542 1.489
33 C -0.757 -3.420 1.252
34 C 1.617 2.236 -2.174
35 C -4.311 2.432 2.900
36 F 4.006 -0.497 -2.690
37 H -1.559 -4.134 1.160
38 C -1.492 -4.002 -1.531
39 N -0.685 -0.377 -1.698
40 H -2.213 -5.236 -3.113
41 H 2.428 3.445 -3.730
42 H 3.100 2.008 -0.085
43 C 3.861 0.612 2.909
44 H -4.284 2.847 0.791
45 H -1.470 -4.820 -0.827
46 C -0.597 0.720 2.065
47 N 1.904 0.733 0.927
48 H -0.274 -4.016 3.245
49 H 2.523 1.657 -2.060
50 H -1.529 0.075 -1.335
51 F 1.931 -0.495 -3.610
52 F 2.135 -0.542 -1.348
53 C -0.015 -3.352 2.433
54 C -3.635 1.874 3.992
55 C -1.054 -1.712 -2.083
56 C -2.523 1.814 1.457
57 H -1.879 0.825 4.668
58 C -1.070 -2.732 -1.131
59 N -1.673 2.377 -0.792
60 C 0.411 -1.512 0.414
61 C 1.035 -2.504 2.572
62 C -1.848 -3.228 -3.773
63 H 2.388 -1.806 1.057
64 H -0.437 0.114 -2.561